1.
Computed, not measured: a cluster of 2 separate species, C3H3F2OS in total in a non-equilibrium geometry, with wB97M-V/def2-TZVPD.

```
10
Properties=species:S:1:pos:R:3:mulliken_charge:R:1
C -3.00 -0.97 -0.13 0.427
C 1.38 0.31 0.67 -1.288
C 1.24 0.01 -0.73 -0.252
O -2.56 -1.69 0.67 -0.222
F 0.35 0.96 -1.36 -0.193
F 2.44 0.22 -1.42 -0.200
S -4.09 0.05 -0.75 -0.251
H 0.49 0.48 1.08 0.342
H 1.72 -0.59 1.04 0.384
H 2.03 1.23 0.93 0.253
```

* HOMO-LUMO gap (alpha / beta): 3.750 / 3.751 eV
* energy relative to the best compared isomer or geometry (same formula, charge and spin): 64.20 kcal/mol
* total charge: -1

=====

2.
Computed, not measured: a structure of composition C8H18I2NOP2PtS in a non-equilibrium geometry, with wB97M-V/def2-TZVPD.

```
34
Properties=species:S:1:pos:R:3:mulliken_charge:R:1
I 0.73 3.22 1.30 0.544
I 0.86 2.48 -2.30 0.326
Pt 0.25 0.62 -0.58 0.927
P 2.18 -0.16 0.30 0.493
C 3.08 -1.05 -0.96 -1.308
C 3.30 1.13 0.81 -1.198
H 4.19 0.68 1.30 0.457
H 3.18 -1.52 1.95 0.485
H 2.81 1.78 1.56 0.237
H 1.64 -0.77 2.50 0.419
H 3.15 -0.41 -1.85 0.437
H 3.58 1.75 -0.04 0.386
C 2.13 -1.30 1.68 -1.025
H 4.07 -1.26 -0.57 0.443
H 1.58 -2.21 1.43 0.175
H 2.60 -2.00 -1.24 0.404
P -2.01 0.89 -0.24 0.395
C -2.90 0.43 -1.73 -1.254
C -2.82 -0.03 1.06 -0.987
H -1.94 2.93 0.97 0.212
H -3.56 2.68 0.20 0.475
H -2.12 3.21 -0.81 0.360
C -2.47 2.61 0.05 -1.093
H -2.33 0.27 1.98 0.417
H -3.88 0.31 1.03 0.489
H -3.93 0.75 -1.57 0.456
H -2.87 -0.66 -1.90 0.407
H -2.71 -1.11 0.87 0.160
H -2.45 0.96 -2.59 0.418
C 0.01 -0.80 -1.80 0.343
O -0.05 -1.54 -2.67 -0.177
S -1.00 -3.10 1.67 -0.061
C -1.17 -4.27 0.52 0.449
N -1.30 -5.14 -0.27 -0.211
```

* HOMO-LUMO gap (alpha / beta): 5.642 / 3.492 eV
* spin multiplicity: 5
* energy relative to the best compared isomer or geometry (same formula, charge and spin): 45.57 kcal/mol
* total charge: +3

=====

3.
Computed, not measured: a structure of composition C38H37ClIN4O5PSSc, with wB97M-V/def2-TZVPD.

```
89
Properties=species:S:1:pos:R:3:mulliken_charge:R:1
Sc -0.57 -0.43 0.19 0.373
C 1.31 -6.16 2.40 -1.001
C 2.58 -5.33 2.24 -0.968
N 2.49 -4.03 2.90 0.252
C 3.04 -3.96 4.25 -0.640
C 4.52 -3.62 4.24 -1.095
C 1.99 -2.94 2.27 0.068
S 1.36 -3.07 0.71 -0.460
N 2.11 -1.81 3.02 -0.164
C 1.38 -0.74 2.83 -0.456
O 0.41 -0.56 2.05 -0.582
C 1.75 0.44 3.69 0.426
C 0.83 1.46 3.88 -0.115
C 1.15 2.56 4.65 -0.655
C 2.41 2.67 5.22 -0.478
C 3.34 1.66 5.02 -0.642
C 3.01 0.54 4.27 -0.221
H 1.44 -7.14 1.94 0.388
H 0.48 -5.65 1.92 0.229
H 1.07 -6.31 3.45 0.290
H 2.80 -5.17 1.19 0.462
H 3.43 -5.85 2.69 0.403
H 2.87 -4.93 4.72 0.438
H 2.49 -3.22 4.82 0.392
H 5.10 -4.35 3.67 0.350
H 4.92 -3.58 5.26 0.352
H 4.67 -2.64 3.78 0.230
H -0.15 1.37 3.42 0.530
H 0.42 3.35 4.80 0.473
H 2.67 3.54 5.82 0.380
H 4.33 1.74 5.46 0.399
H 3.72 -0.25 4.11 0.386
O 2.36 2.32 -0.83 -0.761
C 1.35 1.81 -0.39 0.048
O 0.93 0.61 -0.61 0.425
C 0.45 2.59 0.56 0.718
C 0.80 3.85 1.01 -0.924
C -0.06 4.49 1.88 -0.809
C -1.23 3.85 2.26 -0.946
C -1.50 2.58 1.76 -0.884
N -0.67 1.97 0.92 1.946
H 1.73 4.28 0.67 0.600
H 0.17 5.47 2.26 0.458
H -1.94 4.31 2.94 0.496
H -2.39 2.03 2.05 0.369
O -4.24 0.90 1.41 -0.724
C -3.54 0.32 0.59 -0.068
O -2.44 -0.31 0.88 -0.335
C -3.91 0.29 -0.88 -0.593
P -2.51 0.77 -1.97 0.551
C -3.36 0.71 -3.61 1.004
C -4.19 -0.36 -3.95 -0.511
C -4.78 -0.43 -5.20 -0.855
C -4.55 0.56 -6.14 -0.485
C -3.74 1.63 -5.82 -0.618
C -3.15 1.71 -4.56 -0.520
C -2.38 2.58 -1.77 0.286
C -3.35 3.40 -1.20 -0.221
C -3.16 4.77 -1.11 -0.810
C -1.99 5.34 -1.60 -0.607
C -1.00 4.53 -2.15 -0.876
C -1.19 3.16 -2.23 -0.056
H -4.81 0.88 -1.06 0.564
H -4.11 -0.75 -1.14 0.493
H -4.37 -1.15 -3.24 0.268
H -5.42 -1.28 -5.43 0.397
H -5.01 0.49 -7.12 0.370
H -3.56 2.42 -6.54 0.388
H -2.53 2.56 -4.33 0.337
H -4.26 2.96 -0.81 0.335
H -3.92 5.39 -0.66 0.392
H -1.84 6.41 -1.52 0.353
H -0.08 4.96 -2.51 0.425
H -0.41 2.53 -2.63 0.542
I -0.25 -0.19 -5.48 0.090
C 1.29 -1.23 -4.48 0.160
C 2.03 -2.17 -5.19 -0.616
C 3.00 -2.85 -4.48 -0.271
C 3.18 -2.57 -3.13 -1.027
C 2.39 -1.60 -2.54 -0.382
N 1.44 -0.95 -3.22 0.061
H 1.85 -2.36 -6.23 0.372
H 3.60 -3.61 -4.97 0.357
H 3.92 -3.09 -2.54 0.420
H 2.48 -1.35 -1.49 0.657
Cl -2.15 -2.49 -2.46 -0.263
C -0.96 -2.37 -1.03 -0.937
H -0.05 -2.78 -1.47 0.263
H -1.34 -3.13 -0.35 0.609
```

* HOMO-LUMO gap: 7.498 eV
* total charge: -1

=====

4.
Computed, not measured: a cluster of 3 separate species, C4H15N5 in total in a non-equilibrium geometry, with wB97M-V/def2-TZVPD.

```
24
Properties=species:S:1:pos:R:3:mulliken_charge:R:1
C -9.54 -3.90 0.66 -0.245
C -7.89 -2.33 -0.29 -0.131
C -5.93 -3.82 1.92 -0.726
C 11.08 4.59 -2.41 -0.725
N -8.68 -3.18 0.16 0.091
N 9.90 5.04 -0.44 0.065
N 8.86 4.95 0.28 -0.373
N -5.40 -2.77 1.03 -0.634
N 9.94 4.47 -1.58 0.132
H -9.69 -3.63 1.70 0.307
H -9.81 -4.88 0.29 0.323
H -8.24 -1.46 -0.83 0.319
H -6.83 -2.45 0.06 0.338
H -5.07 -3.30 0.21 0.306
H -6.58 -3.57 2.77 0.314
H -6.51 -4.46 1.19 0.210
H -5.24 -4.62 2.45 0.289
H 11.48 3.79 -2.99 0.318
H 10.86 5.27 -3.21 0.330
H 11.85 5.08 -1.77 0.324
H 8.93 5.37 1.20 0.295
H 8.02 4.24 0.15 0.302
H -4.56 -2.29 1.33 0.238
H 9.07 3.85 -1.89 0.332
```

* HOMO-LUMO gap: 8.913 eV
* energy relative to the best compared isomer or geometry (same formula, charge and spin): 55.52 kcal/mol
* total charge: +2

=====

5.
Computed, not measured: a cluster of 2 separate species, CH2BF3O2 in total in a non-equilibrium geometry, with wB97M-V/def2-TZVPD.

```
9
Properties=species:S:1:pos:R:3:mulliken_charge:R:1
B -1.00 0.16 0.71 0.541
C 1.79 -1.25 -1.68 0.145
O 0.26 -0.33 0.50 -0.419
O -1.29 1.17 1.58 -0.481
F 2.67 -0.30 -1.37 -0.099
F 0.82 -0.62 -2.30 -0.061
F -1.94 -0.42 -0.04 -0.270
H 0.98 0.22 0.88 0.305
H -2.28 1.36 1.72 0.339
```

* HOMO-LUMO gap: 11.322 eV
* energy relative to the best compared isomer or geometry (same formula, charge and spin): 12.94 kcal/mol
* total charge: 0

=====

6.
Computed, not measured: a structure of composition C32H24BClF2N8O9S2Sc, with wB97M-V/def2-TZVPD.

```
80
Properties=species:S:1:pos:R:3:mulliken_charge:R:1
Sc -0.16 0.15 0.35 -0.373
Cl -6.12 -0.02 5.04 -0.260
C -4.60 -0.06 4.19 0.102
C -3.41 -0.16 4.93 -0.600
C -2.20 -0.20 4.29 -0.581
C -2.10 -0.14 2.87 -0.232
O -0.96 -0.19 2.30 0.277
C -3.33 -0.04 2.15 1.052
C -3.34 -0.01 0.72 -0.485
O -2.36 0.02 -0.02 -0.279
C -4.56 -0.01 2.83 -1.092
H -3.46 -0.21 6.01 0.435
H -1.27 -0.29 4.85 0.465
H -4.34 -0.01 0.25 0.189
H -5.48 0.06 2.26 0.429
C 1.02 -1.79 -4.23 -0.757
N 1.35 -0.39 -4.09 0.531
C 2.40 0.25 -4.70 -0.628
C 2.37 1.54 -4.29 -0.726
N 1.31 1.69 -3.42 0.388
B 1.00 3.08 -2.74 0.171
N -0.54 3.27 -2.78 0.278
C -1.25 3.40 -3.95 -0.512
C -2.57 3.35 -3.67 -0.502
N -2.67 3.19 -2.30 0.305
C -3.88 3.00 -1.55 -0.861
C -1.42 3.13 -1.77 -0.226
S -1.10 2.95 -0.11 -0.457
C 0.70 0.50 -3.29 -0.354
S -0.68 0.10 -2.36 -0.461
H 1.94 -2.37 -4.20 0.339
H 0.50 -1.96 -5.18 0.273
H 0.37 -2.08 -3.41 0.180
H 3.08 -0.27 -5.36 0.489
H 3.01 2.37 -4.52 0.510
H 1.39 3.11 -1.61 -0.177
H 1.52 3.91 -3.44 -0.244
H -0.74 3.51 -4.89 0.473
H -3.44 3.41 -4.30 0.422
H -4.73 3.23 -2.20 0.354
H -3.89 3.65 -0.68 0.321
H -3.95 1.96 -1.22 0.246
F 4.36 -1.57 -2.50 -0.453
C 3.84 -0.65 -1.64 0.103
C 2.52 -0.72 -1.27 -0.408
C 1.98 0.23 -0.40 1.110
C 2.83 1.22 0.13 -0.045
C 4.16 1.24 -0.28 1.165
F 5.04 2.17 0.20 -0.404
C 4.70 0.33 -1.17 -1.276
C 2.25 2.11 1.15 -0.080
C 2.87 3.25 1.67 -1.130
C 2.24 3.98 2.66 -0.611
C 1.01 3.56 3.14 -1.082
C 0.45 2.44 2.56 -0.295
N 1.03 1.74 1.59 1.319
H 1.91 -1.53 -1.67 0.736
H 5.73 0.38 -1.47 0.491
H 3.83 3.56 1.28 0.557
H 2.72 4.87 3.06 0.403
H 0.49 4.09 3.92 0.458
H -0.52 2.08 2.88 0.519
O 0.75 -6.60 4.26 -0.650
N 0.29 -6.67 3.14 1.048
O -0.10 -7.69 2.61 -0.655
C 0.22 -5.44 2.36 -0.773
C 0.66 -4.25 2.93 -0.292
C 0.59 -3.09 2.19 0.283
C 0.03 -3.02 0.86 0.699
O -0.19 -1.95 0.23 0.203
C -0.34 -4.31 0.35 -0.730
C -0.29 -5.47 1.07 -0.526
N -0.84 -4.44 -1.02 0.955
O -0.45 -3.66 -1.86 -0.541
O -1.59 -5.37 -1.26 -0.640
N 1.15 -1.91 2.83 0.919
O 1.58 -1.01 2.13 -0.412
O 1.21 -1.90 4.05 -0.678
H 1.07 -4.23 3.92 0.667
H -0.63 -6.40 0.63 0.625
```

* HOMO-LUMO gap: 6.792 eV
* energy relative to the best compared isomer or geometry (same formula, charge and spin): 1.03 kcal/mol
* total charge: -1

=====

| no. | total energy (Eh) |
| --- | --- |
| 1 | -789.21764 |
| 2 | -2239.99898 |
| 3 | -4323.95182 |
| 4 | -434.46744 |
| 5 | -514.32149 |
| 6 | -4591.03379 |